# 1
H6N4 | wB97M-V/def2-TZVPD

Each line ends with the Löwdin charge.
Geometry (Å):
1 N 1.47958 -0.15482 0.15521  0.032
2 N -1.47798 -0.35740 -0.16411  -0.017
3 N 0.63920 0.99671 0.17795  -0.160
4 N -0.72662 0.92998 -0.09870  -0.171
5 H 1.20888 -0.67129 -0.65891  0.057
6 H 1.32502 -0.76890 0.90946  0.050
7 H -1.82827 -0.57414 0.77265  0.069
8 H -2.35842 -0.12380 -0.71410  0.032
9 H 0.65435 1.21934 1.12795  0.090
10 H -0.78511 1.33247 -1.26259  0.019

## Properties
E_HOMO (alpha / beta)   -3.89 / -10.09 eV
Relative energy (zero: lowest compared OMol25 entry of this formula, charge and spin)   290.6 kJ/mol
Max |F|   0.0922 Eh/bohr
E   -6049.23878 eV
Net charge   0
Multiplicity   3

=====

# 2
H6N4OS | wB97M-V/def2-TZVPD

Each line ends with the Löwdin charge.
Geometry (Å):
1 N -2.66380 0.07055 0.25307  -0.109
2 N -1.65630 0.88460 -0.18888  -0.500
3 S 0.02283 0.43451 0.00029  0.940
4 N -0.24854 -1.21527 0.18679  -0.419
5 O 0.60417 -2.06146 0.28329  -0.099
6 H -2.58659 -0.88195 -0.12467  0.057
7 H -2.61554 0.06704 1.36133  0.137
8 H -1.70884 1.19754 -1.22785  0.100
9 N 2.86355 0.33746 -0.01559  0.015
10 H 3.24893 0.52562 -0.88700  -0.005
11 H 2.37860 1.10093 0.44886  -0.019
12 H 2.36154 -0.45958 -0.08965  -0.097

## Properties
E_HOMO (alpha / beta)   -8.97 / -8.97 eV
Relative energy (zero: lowest compared OMol25 entry of this formula, charge and spin)   15.9 kJ/mol
Max |F|   0.0703 Eh/bohr
E   -18935.90388 eV
Net charge   0

=====

# 3
H6NPSi | wB97M-V/def2-TZVPD

Each line ends with the Löwdin charge.
Geometry (Å):
1 N -1.46591 -0.53375 0.36627  -0.385
2 Si 1.15374 0.62187 0.11653  0.392
3 P -0.98830 1.02166 -0.09289  0.449
4 H -0.67037 -1.21687 0.20702  -0.073
5 H -1.75943 -0.67741 1.28031  -0.019
6 H 0.85299 -1.44908 -1.01968  -0.004
7 H 2.03254 1.41057 -0.74864  -0.142
8 H 1.50555 0.02256 1.43196  -0.127
9 H -0.66080 0.80046 -1.54089  -0.090

## Properties
E_HOMO   -8.83 eV
Relative energy (zero: lowest compared OMol25 entry of this formula, charge and spin)   310.6 kJ/mol
Max |F|   0.0624 Eh/bohr
E   -18750.26701 eV
Net charge   0

=====

# 4
H6O2S2 | wB97M-V/def2-TZVPD

Each line ends with the Löwdin charge.
Geometry (Å):
1 S 0.84615 -1.50198 -0.58225  0.647
2 S -1.40464 1.02587 0.83889  0.628
3 H 0.30913 -2.66165 -0.93828  -0.231
4 H -2.67331 1.02658 1.39543  -0.191
5 H 0.64122 0.63267 1.73492  -0.130
6 H 1.53592 -0.18368 0.95079  -0.158
7 O 1.56293 0.38197 1.71911  -0.132
8 H -0.07759 -0.04120 -2.29944  -0.064
9 H -0.86618 0.69927 -1.15260  -0.196
10 O -0.69367 0.67084 -2.10937  -0.174

## Properties
E_HOMO   -10.17 eV
Relative energy (zero: lowest compared OMol25 entry of this formula, charge and spin)   505.0 kJ/mol
Max |F|   0.0202 Eh/bohr
E   -25857.55290 eV
Net charge   0

=====

# 5
H6O3 | wB97M-V/def2-TZVPD

Each line ends with the Löwdin charge.
Geometry (Å):
1 O -3.83180 1.00698 2.34678  -0.057
2 H -4.69570 0.61809 2.47241  0.025
3 H -3.59800 0.71899 1.45710  0.033
4 O 2.47001 2.20150 -2.69224  -0.084
5 H 2.15643 1.60247 -1.99013  0.039
6 H 3.40281 2.41804 -2.48161  0.045
7 O 1.56036 -2.57011 0.36592  -0.057
8 H 0.59806 -2.58815 0.40202  0.034
9 H 1.93783 -3.40780 0.11975  0.023

## Properties
E_HOMO   -11.46 eV
Relative energy (zero: lowest compared OMol25 entry of this formula, charge and spin)   68.1 kJ/mol
Max |F|   0.0221 Eh/bohr
E   -6239.54734 eV
Net charge   0

=====

# 6
H6O3 | wB97M-V/def2-TZVPD

Each line ends with the Löwdin charge.
Geometry (Å):
1 O 1.56932 1.11301 0.00316  -0.048
2 H 1.18817 1.42274 0.78895  0.018
3 H 1.39471 1.81347 -0.67081  0.086
4 O -3.71791 -0.09841 -0.10088  -0.073
5 H -2.99428 0.40948 0.24518  0.010
6 H -3.87715 -0.85807 0.52269  0.064
7 O 2.18441 -1.16944 -0.07675  -0.067
8 H 2.74476 -0.56294 0.28161  -0.045
9 H 1.25723 -0.98593 0.22814  0.056

## Properties
E_HOMO   -10.54 eV
Relative energy (zero: lowest compared OMol25 entry of this formula, charge and spin)   117.1 kJ/mol
Max |F|   0.1068 Eh/bohr
E   -6239.03905 eV
Net charge   0

=====

# 7
H6O3 | wB97M-V/def2-TZVPD

Each line ends with the Löwdin charge.
Geometry (Å):
1 O 2.90464 -0.50094 -0.17837  -0.084
2 H 1.98727 -0.73819 0.15083  0.062
3 H 3.46518 -1.26362 -0.03247  0.022
4 O -1.89358 -1.76495 -0.13595  -0.035
5 H -1.71381 -0.86957 0.16136  0.022
6 H -2.80439 -1.66953 -0.31758  0.010
7 O -0.73111 2.12734 -0.22588  -0.052
8 H -0.46598 1.62064 0.52543  0.008
9 H -0.74822 3.05881 0.05264  0.048

## Properties
E_HOMO   -11.50 eV
Relative energy (zero: lowest compared OMol25 entry of this formula, charge and spin)   73.7 kJ/mol
Max |F|   0.0385 Eh/bohr
E   -6239.48921 eV
Net charge   0

=====

# 8
H6O3 | wB97M-V/def2-TZVPD

Each line ends with the Löwdin charge.
Geometry (Å):
1 O 3.19478 21.80335 6.98203  -0.045
2 H 3.14711 20.90835 7.31810  0.037
3 H 3.74484 21.73760 6.20143  0.007
4 O 3.25890 23.49610 9.94800  -0.057
5 H 2.92781 22.97708 9.21504  0.002
6 H 4.04909 23.91549 9.60749  0.028
7 O 5.83868 21.47681 4.80472  -0.042
8 H 6.78784 21.56888 4.88742  0.037
9 H 5.71975 20.84480 4.09574  0.036

## Properties
E_HOMO   -11.03 eV
Relative energy (zero: lowest compared OMol25 entry of this formula, charge and spin)   38.7 kJ/mol
Max |F|   0.0089 Eh/bohr
E   -6239.85204 eV
Net charge   0